Below is an isolated ion of composition C4H10NO and charge -1 at a distorted geometry, with properties calculated with wB97M-V/def2-TZVPD.

Last column: Löwdin charge in e.
Cartesian coordinates (Å):
C  -2.309  -0.112  -0.167  -0.11
C  -0.854  0.359  -0.363  -0.47
N  -0.644  1.562  0.450  0.00
C  0.059  -0.854  -0.077  -0.18
C  1.586  -0.584  0.413  -0.59
O  2.453  -0.362  -0.534  -0.32
H  -2.996  0.578  -0.670  0.06
H  -2.565  -0.188  0.889  0.06
H  -2.398  -1.095  -0.628  0.06
H  -0.720  0.644  -1.403  0.12
H  0.258  1.511  0.928  0.03
H  -1.210  1.509  1.299  0.05
H  0.243  -1.328  -1.046  0.09
H  -0.361  -1.548  0.659  0.08
H  1.704  -1.371  1.208  0.06
H  1.409  0.332  1.080  0.05

Cartesian forces (eV/Å) of the 6 atoms listed first:
C 0.3 0.4 -0.9
C -0.3 -0.7 0.9
N 0.1 0.3 1.1
C 1.7 0.3 -0.1
C -2.3 1.3 0.5
O 0.6 -0.4 -0.4

Total charge: -1
Energy above the lowest of the compared OMol25 structures with the same formula, charge and spin, kJ/mol: 72.77
Molecular weight, g mol⁻¹: 88.1
Multiplicity: 1

Below is C4H10NO as an isolated structure at a distorted geometry, with properties calculated with wB97M-V/def2-TZVPD.

Last column: Löwdin charge in e.
Cartesian coordinates (Å):
C  0.100  1.068  0.483  -0.08
N  0.875  3.400  1.747  -0.03
C  1.060  2.295  0.671  -0.37
C  -1.174  -3.126  -0.667  -0.17
C  -0.723  -3.682  -1.869  -0.60
O  -1.378  -4.065  -2.869  -0.21
H  -0.645  1.010  1.280  0.07
H  -0.321  1.236  -0.509  0.07
H  0.693  0.161  0.474  0.06
H  0.018  3.126  1.149  0.04
H  2.009  1.778  0.900  0.09
H  1.320  2.805  -0.251  0.10
H  -0.453  -2.430  -0.220  -0.05
H  -2.147  -2.669  -0.876  -0.02
H  0.375  -3.874  -1.988  0.06
H  0.393  2.967  2.545  0.04

Cartesian forces (eV/Å) of the 6 atoms listed first:
C 0.2 1.6 -0.3
N -3.3 -1.9 -2.3
C 4.7 -2.8 0.8
C 0.1 0.8 -1.0
C 0.4 -0.5 -0.3
O -0.4 0.0 0.0

Total charge: -1
Energy above the lowest of the compared OMol25 structures with the same formula, charge and spin, kJ/mol: 278.41
Molecular weight, g mol⁻¹: 88.1
Multiplicity: 1

> The highest energy above the lowest of the compared OMol25 structures with the same formula, charge and spin belongs to which entry?

number 2

> Look up the molecular weight of the second one.

88.1 g mol⁻¹

> total charge of number 2 (C4H10NO)?

-1